DFT (ωB97M-V/def2-TZVPD) results for 7 unconnected molecules or ions with the total composition C28H45NO15P in a non-equilibrium geometry.

Cartesian coordinates (Å):
O1 -2.55794 -2.16870 4.26519
P1 -1.16518 -1.85422 3.57945
O2 -1.05323 -2.93252 2.17222
O3 -1.20149 -0.22680 2.95879
N1 0.25294 -2.22595 4.59300
C1 0.11723 -3.32438 5.44202
C2 1.56057 -3.51958 6.25455
C3 2.52346 -2.92588 5.05036
C4 1.64062 -1.55966 4.66321
H1 -0.09125 -3.27175 2.15277
H2 -1.76847 -0.29742 2.11520
H3 -0.84011 -4.01862 5.57811
H4 1.64684 -3.00306 7.30649
H5 1.74583 -4.67302 6.16009
H6 2.59249 -3.77197 4.23150
H7 3.64677 -2.70094 5.29301
H8 1.90593 -1.05072 3.61823
H9 1.69048 -0.80557 5.57425
O4 -3.89786 -1.10571 0.85454
C5 -3.46827 -1.80796 -0.04573
O5 -2.17262 -1.80059 -0.47634
C6 -2.05064 -2.65988 -1.60883
C7 -3.21579 -3.60987 -1.51463
C8 -4.28137 -2.76239 -0.86676
H10 -2.08516 -2.04841 -2.51661
H11 -1.09186 -3.18520 -1.57154
H12 -3.51349 -4.02323 -2.48192
H13 -2.95971 -4.44663 -0.85338
H14 -4.85717 -2.19777 -1.60532
H15 -4.94194 -3.36154 -0.23583
O6 3.63239 -0.35092 3.21737
C9 4.36531 -0.81779 2.36119
O7 5.41514 -1.65212 2.61800
C10 6.11468 -1.91250 1.40201
C11 5.12167 -1.63348 0.30429
C12 4.28016 -0.52950 0.89293
H16 6.98629 -1.25147 1.35200
H17 6.45655 -2.95152 1.38851
H18 5.59324 -1.36555 -0.64492
H19 4.49804 -2.51957 0.13411
H20 4.70862 0.45734 0.69701
H21 3.24748 -0.58072 0.54028
O8 6.92714 1.85248 -0.70832
C13 6.46760 2.89230 -0.26585
O9 6.09872 3.07868 1.03545
C14 5.50459 4.36853 1.17362
C15 6.02119 5.17128 0.00845
C16 6.18253 4.12660 -1.06673
H22 4.41559 4.25580 1.15055
H23 5.79528 4.80760 2.13245
H24 5.35849 5.99299 -0.27576
H25 7.00103 5.59711 0.25663
H26 5.25880 3.97966 -1.63325
H27 7.01357 4.36370 -1.73499
O10 -3.38518 -1.55875 -5.03018
C17 -3.84472 -0.51893 -4.58771
O11 -4.21360 -0.33255 -3.28642
C18 -4.80772 0.95730 -3.14824
C19 -4.29113 1.76006 -4.31342
C20 -4.12979 0.71537 -5.38860
H28 -5.89673 0.84457 -3.17131
H29 -4.51704 1.39637 -2.18942
H30 -4.95383 2.58177 -4.59763
H31 -3.31129 2.18588 -4.06523
H32 -5.05352 0.56843 -5.95511
H33 -3.29875 0.95247 -6.05685
O12 -5.16593 3.23565 6.44249
C21 -4.73633 2.53340 5.54222
O13 -3.44068 2.54077 5.11161
C22 -3.31871 1.68148 3.97912
C23 -4.48386 0.73149 4.07332
C24 -5.54943 1.57897 4.72119
H34 -3.35323 2.29295 3.07133
H35 -2.35992 1.15616 4.01641
H36 -4.78156 0.31813 3.10603
H37 -4.22778 -0.10527 4.73457
H38 -6.12524 2.14359 3.98263
H39 -6.21000 0.97981 5.35212
O14 -2.08732 2.59642 -6.89160
C25 -1.07449 1.91801 -6.84556
O15 -0.50240 1.46619 -5.69111
C26 0.72149 0.80263 -6.00348
C27 0.59675 0.39777 -7.44897
C28 -0.25461 1.49919 -8.02816
H40 1.54927 1.49994 -5.83702
H41 0.84965 -0.06291 -5.34695
H42 1.56228 0.28236 -7.94856
H43 0.06167 -0.55688 -7.52202
H44 0.34937 2.34719 -8.36272
H45 -0.88937 1.13193 -8.83787

Computed properties:
**Kohn-Sham gap**: 6.05 eV
**Electronic energy**: -2618.4072 a.u.
**Spin multiplicity**: 1
**Net charge**: +1


DFT (ωB97M-V/def2-TZVPD) results for a molecular structure, C28H46BBeF4N2O6 in a non-equilibrium geometry.

Cartesian coordinates (Å):
Be1 -0.72835 -2.41528 -0.98150
B1 0.81753 0.23451 -0.68390
F1 1.46784 1.11436 -1.50778
F2 -0.52245 0.10805 -1.08657
F3 1.30318 -1.08531 -0.78913
F4 0.81387 0.57551 0.66082
N1 1.40865 -3.69373 -1.54346
C1 2.58739 -3.28529 -2.02987
C2 3.64172 -4.17072 -2.24565
C3 3.50347 -5.50134 -1.85425
C4 2.26848 -5.90089 -1.36129
C5 1.21672 -4.98904 -1.24034
H1 2.72043 -2.25333 -2.31987
H2 4.57731 -3.81451 -2.65131
H3 4.32452 -6.20131 -1.90992
H4 2.09778 -6.95114 -1.16858
H5 0.20959 -5.36704 -1.13964
N2 -0.56194 0.48997 4.65813
C6 0.24352 0.60193 5.70709
C7 1.34240 1.46289 5.68404
C8 1.64735 2.13165 4.53257
C9 0.85479 1.94243 3.41242
C10 -0.19551 1.04352 3.48525
H6 0.09165 0.02813 6.61274
H7 1.90928 1.57942 6.59832
H8 2.50434 2.79135 4.51961
H9 1.10330 2.43669 2.48462
H10 -0.79182 0.91112 2.59153
C11 0.66736 3.75665 -4.57198
C12 0.34143 2.29683 -4.74904
O1 1.03520 1.56826 -5.41419
C13 -0.93283 1.81371 -4.05226
H11 0.82150 4.15643 -5.57439
H12 1.55654 3.90447 -3.96096
H13 -0.19589 4.23363 -4.11038
H14 -1.28023 0.98848 -4.67281
H15 -1.66031 2.61188 -3.91076
H16 -0.64934 1.48913 -3.04853
C14 -1.92582 3.12191 -0.26460
C15 -1.30109 4.29698 -1.01336
O2 -1.94562 5.03229 -1.73436
C16 0.22075 4.32573 -1.06413
H17 -1.41596 2.90422 0.67230
H18 -1.68543 2.34729 -0.99982
H19 -3.00466 3.20407 -0.16388
H20 0.78783 4.82215 -1.84873
H21 0.41017 3.25438 -1.18789
H22 0.75189 4.64991 -0.16988
C17 -3.57468 -1.62718 2.53162
C18 -2.99315 -0.95913 1.32984
O3 -1.96158 -1.35943 0.80238
C19 -3.54647 0.38603 0.92281
H23 -2.95856 -1.41904 3.41616
H24 -3.52507 -2.71539 2.58485
H25 -4.54586 -1.24876 2.84679
H26 -3.02635 0.91804 0.13086
H27 -3.63336 0.98840 1.82792
H28 -4.52630 0.30852 0.44037
C20 0.24581 -2.68649 3.57934
C21 0.86771 -3.22056 2.32257
O4 0.48443 -2.75317 1.25895
C22 1.85298 -4.35693 2.37772
H29 -0.73172 -2.29154 3.32491
H30 0.91799 -1.98523 4.07585
H31 0.22924 -3.53975 4.26311
H32 2.26923 -4.39937 1.37087
H33 1.41826 -5.30841 2.67429
H34 2.66523 -4.02707 3.02816
C23 4.67562 1.58826 0.44582
C24 3.89206 2.57341 1.27573
O5 4.06481 2.71158 2.47270
C25 2.97100 3.41746 0.49460
H35 4.19056 1.45200 -0.51800
H36 4.65150 0.59891 0.91522
H37 5.75110 1.76125 0.48584
H38 2.41248 2.76327 -0.17455
H39 3.52983 4.11934 -0.12582
H40 2.28010 3.88080 1.19740
C26 -4.93619 -2.14870 -2.08214
C27 -3.96355 -1.01606 -2.36372
O6 -2.86599 -1.04387 -1.82566
C28 -4.34816 0.07764 -3.33613
H41 -5.66427 -1.77119 -1.36378
H42 -4.43883 -3.00020 -1.62057
H43 -5.27792 -2.46218 -3.06877
H44 -5.08399 0.67674 -2.79075
H45 -4.71927 -0.23906 -4.30642
H46 -3.49922 0.75605 -3.41479

Computed properties:
**Kohn-Sham gap**: 4.60 eV
**Electronic energy**: -2094.3791 a.u.
**Spin multiplicity**: 1
**Net charge**: +1


Among the records above, which one has the highest Kohn-Sham gap? C28H45NO15P